--- one ---
A 2-piece molecular cluster, C2H8N2O3 overall, computed with ωB97M-V/def2-TZVPD.

Last column: Mulliken charge in e.
Geometry (Å):
N  -0.89  -1.89  0.14  -0.51
N  -0.36  -0.97  -0.81  -0.27
C  1.08  -0.82  -0.69  -0.44
C  1.50  -0.09  0.56  0.12
O  2.20  0.88  0.60  -0.53
H  -1.21  -1.43  0.99  0.20
H  -1.68  -2.37  -0.29  0.23
H  -0.81  -0.06  -0.76  0.25
H  1.51  -1.83  -0.66  0.33
H  1.44  -0.29  -1.57  0.28
H  1.07  -0.52  1.49  0.35
O  -0.45  1.87  0.51  -0.34
O  -1.55  2.42  -0.21  -0.35
H  0.32  2.38  0.21  0.35
H  -2.16  2.71  0.49  0.33

Values from the calculation:
- charge = 0
- SMILES string = NNCC=O.OO
- LUMO level (eV) = 0.717
- E_HOMO (eV) = -8.950

***

--- two ---
A 2-piece molecular cluster, C2H8N2O3 overall, computed with ωB97M-V/def2-TZVPD.

Last column: Mulliken charge in e.
Geometry (Å):
C  -2.32  0.36  0.49  -0.79
C  2.03  0.16  0.14  0.80
N  -1.18  0.20  -0.54  0.08
N  -0.39  -0.97  -0.55  -0.98
O  2.73  -0.45  -0.92  -0.50
O  1.47  1.16  0.11  -0.53
O  2.42  -0.50  1.26  -0.47
H  -2.69  1.34  0.46  0.39
H  -3.21  -0.36  0.31  0.27
H  -1.79  0.13  1.46  0.26
H  -1.71  0.35  -1.43  0.34
H  -0.21  -1.06  0.41  0.18
H  2.43  -0.11  -1.71  0.29
H  -0.53  1.02  -0.53  0.31
H  2.95  -1.27  1.02  0.34

Values from the calculation:
- charge = 0
- LUMO level (eV) = 0.690
- E_HOMO (eV) = -7.229

***

--- three ---
A 2-piece molecular cluster, C2H8N2O3 overall, computed with ωB97M-V/def2-TZVPD.

Last column: Mulliken charge in e.
Geometry (Å):
C  0.57  -0.14  2.19  -1.34
C  0.69  -0.27  0.75  0.85
O  1.24  -1.09  0.03  -0.59
N  0.56  1.14  0.31  -0.22
O  1.42  1.48  -0.76  -0.42
H  -0.43  0.12  2.50  0.33
H  0.99  -0.96  2.76  0.31
H  0.81  1.12  1.86  0.45
H  -0.39  1.47  0.09  0.26
H  1.59  0.62  -1.19  0.34
N  -1.30  -1.17  -1.89  -0.48
O  -1.60  0.18  -1.45  -0.39
H  -1.98  -1.76  -1.41  0.25
H  -0.39  -1.38  -1.50  0.30
H  -1.78  0.64  -2.28  0.34

Values from the calculation:
- charge = 0
- SMILES string = CC(=O)NO.NO
- LUMO level (eV) = 0.724
- E_HOMO (eV) = -9.005

***

Least stable of them? three.